(1)
{"formula": "C23H35N2OP", "method": "the ωB97M-V functional and the def2-TZVPD basis", "homo_ev": -6.713, "multiplicity": 1, "mol_weight_g_mol": 386.5, "orbital_gap_ha": 0.2561, "species": ["C", "O", "C", "C", "C", "C", "C", "C", "C", "N", "C", "N", "C", "C", "H", "H", "H", "H", "H", "H", "H", "H", "C", "C", "C", "C", "P", "C", "C", "C", "C", "C", "C", "C", "C", "H", "H", "H", "H", "H", "H", "H", "H", "H", "H", "H", "H", "H", "H", "H", "H", "H", "H", "H", "H", "H", "H", "H", "H", "H", "H", "H"], "xyz": [[0.51, 1.15, 5.17], [0.25, 2.21, 4.23], [-0.22, 1.89, 2.99], [-0.37, 2.97, 2.10], [-0.89, 2.76, 0.84], [-1.27, 1.48, 0.45], [-1.77, 1.31, -1.01], [-3.09, 0.55, -1.08], [-3.85, 0.69, -2.25], [-4.47, 0.79, -3.24], [-3.62, -0.24, -0.07], [-4.12, -0.99, 0.69], [-1.14, 0.40, 1.32], [-0.58, 0.58, 2.59], [0.96, 1.66, 6.02], [-0.41, 0.64, 5.48], [1.22, 0.41, 4.76], [-0.09, 3.97, 2.43], [-1.01, 3.58, 0.14], [-1.99, 2.32, -1.40], [-1.45, -0.61, 1.04], [-0.48, -0.26, 3.27], [-0.04, 2.02, -7.32], [0.37, 1.67, -5.90], [-0.75, 1.47, -4.88], [-0.34, 1.89, -3.45], [-0.56, 0.66, -2.14], [1.00, 0.36, -1.24], [2.44, 0.27, -1.83], [2.84, -1.00, -2.58], [4.35, -1.22, -2.58], [-1.24, -0.91, -2.76], [-0.32, -2.12, -2.96], [-1.17, -3.37, -3.20], [-2.06, -3.79, -2.02], [0.86, 2.11, -7.92], [-0.67, 1.26, -7.77], [-0.56, 2.98, -7.35], [0.97, 0.75, -5.92], [1.04, 2.46, -5.52], [-1.67, 2.02, -5.17], [-1.05, 0.41, -4.93], [0.71, 2.21, -3.40], [-0.96, 2.76, -3.15], [1.02, 1.20, -0.54], [0.80, -0.55, -0.64], [2.63, 1.14, -2.47], [3.12, 0.38, -0.97], [2.34, -1.87, -2.13], [2.49, -0.94, -3.61], [4.62, -2.06, -3.23], [4.89, -0.34, -2.96], [4.73, -1.44, -1.58], [-1.99, -1.18, -2.00], [-1.83, -0.74, -3.68], [0.35, -1.94, -3.82], [0.32, -2.25, -2.08], [-1.80, -3.17, -4.08], [-0.49, -4.20, -3.45], [-2.49, -4.77, -2.26], [-1.48, -3.88, -1.09], [-2.89, -3.09, -1.85]]}

---

(2)
{"formula": "C23H35N3O3", "method": "the ωB97M-V functional and the def2-TZVPD basis", "homo_ev": -8.928, "multiplicity": 1, "smiles": "CC1(C)C[C@@H](C(=O)N2CCCCC(C)(C)C2)CN(C(=O)c2ncoc2C2CC2)C1", "e_above_lowest_kj_mol": 98.5, "mol_weight_g_mol": 401.6, "orbital_gap_ha": 0.3522, "species": ["C", "C", "C", "C", "C", "C", "O", "N", "C", "C", "C", "C", "C", "C", "C", "C", "C", "N", "C", "O", "C", "N", "C", "O", "C", "C", "C", "C", "C", "H", "H", "H", "H", "H", "H", "H", "H", "H", "H", "H", "H", "H", "H", "H", "H", "H", "H", "H", "H", "H", "H", "H", "H", "H", "H", "H", "H", "H", "H", "H", "H", "H", "H", "H"], "xyz": [[-2.14, -1.96, 3.09], [-1.90, -1.04, 1.90], [-2.66, 0.27, 2.13], [-0.39, -0.78, 1.75], [-0.05, -0.07, 0.44], [1.45, 0.07, 0.26], [2.21, -0.77, 0.71], [1.88, 1.14, -0.46], [1.01, 2.16, -1.05], [0.69, 3.33, -0.12], [1.81, 3.67, 0.86], [3.22, 3.69, 0.26], [3.98, 2.35, 0.24], [5.38, 2.60, -0.31], [4.10, 1.77, 1.65], [3.31, 1.32, -0.68], [-0.62, -0.88, -0.72], [-2.07, -1.03, -0.58], [-2.83, -0.01, -1.11], [-2.33, 0.95, -1.66], [-4.31, -0.19, -1.11], [-5.12, 0.93, -1.23], [-6.30, 0.45, -1.37], [-6.36, -0.90, -1.39], [-5.07, -1.31, -1.24], [-4.82, -2.76, -1.30], [-5.13, -3.49, -2.58], [-3.71, -3.29, -2.15], [-2.44, -1.74, 0.64], [-1.62, -2.92, 2.96], [-1.77, -1.51, 4.01], [-3.20, -2.17, 3.22], [-2.56, 0.97, 1.29], [-3.72, 0.08, 2.27], [-2.28, 0.77, 3.02], [-0.03, -0.21, 2.60], [0.15, -1.73, 1.76], [-0.53, 0.91, 0.42], [1.54, 2.53, -1.93], [0.09, 1.71, -1.42], [0.46, 4.20, -0.75], [-0.22, 3.12, 0.45], [1.60, 4.66, 1.29], [1.78, 2.98, 1.70], [3.18, 4.09, -0.76], [3.84, 4.39, 0.84], [5.95, 1.67, -0.39], [5.34, 3.06, -1.30], [5.94, 3.27, 0.35], [4.77, 0.91, 1.65], [4.51, 2.52, 2.34], [3.15, 1.43, 2.05], [3.79, 0.35, -0.55], [3.45, 1.63, -1.72], [-0.41, -0.42, -1.69], [-0.18, -1.88, -0.71], [-7.23, 0.98, -1.47], [-5.04, -3.30, -0.38], [-5.56, -4.47, -2.49], [-5.49, -2.90, -3.41], [-3.11, -2.57, -2.69], [-3.16, -4.14, -1.77], [-2.03, -2.75, 0.58], [-3.52, -1.82, 0.71]]}

---

(3)
{"formula": "C23H35N3O4", "method": "the ωB97M-V functional and the def2-TZVPD basis", "homo_ev": -8.272, "multiplicity": 1, "smiles": "COc1cc(CN2CCNC(=O)[C@@H]2CC(=O)NCCCC2CCCC2)cc(OC)c1", "e_above_lowest_kj_mol": 31.4, "mol_weight_g_mol": 417.5, "orbital_gap_ha": 0.3242, "species": ["C", "O", "C", "C", "C", "C", "N", "C", "C", "N", "C", "O", "C", "C", "C", "O", "N", "C", "C", "C", "C", "C", "C", "C", "C", "C", "C", "O", "C", "C", "H", "H", "H", "H", "H", "H", "H", "H", "H", "H", "H", "H", "H", "H", "H", "H", "H", "H", "H", "H", "H", "H", "H", "H", "H", "H", "H", "H", "H", "H", "H", "H", "H", "H", "H"], "xyz": [[-4.42, -1.24, 0.43], [-3.71, -0.39, 1.29], [-2.38, -0.63, 1.49], [-1.68, -1.70, 0.93], [-0.33, -1.85, 1.22], [0.43, -3.00, 0.60], [0.58, -2.80, -0.83], [1.12, -3.92, -1.56], [0.68, -3.75, -3.02], [1.04, -2.43, -3.48], [1.23, -1.35, -2.70], [1.47, -0.25, -3.19], [1.23, -1.56, -1.20], [2.72, -1.40, -0.73], [2.93, -0.05, -0.08], [3.24, 0.07, 1.09], [2.74, 0.99, -0.91], [2.68, 2.35, -0.43], [1.41, 3.06, -0.89], [0.16, 2.20, -0.66], [-1.14, 3.00, -0.78], [-2.37, 2.09, -0.94], [-3.51, 2.75, -0.15], [-2.96, 4.11, 0.31], [-1.46, 3.86, 0.44], [0.33, -0.96, 2.05], [-0.37, 0.12, 2.59], [0.18, 1.08, 3.38], [1.54, 0.96, 3.74], [-1.72, 0.27, 2.31], [-4.44, -2.27, 0.79], [-4.01, -1.22, -0.59], [-5.44, -0.85, 0.40], [-2.15, -2.41, 0.28], [1.39, -3.13, 1.12], [-0.15, -3.93, 0.73], [2.21, -3.99, -1.50], [0.69, -4.85, -1.17], [-0.40, -3.89, -3.09], [1.17, -4.49, -3.66], [1.03, -2.25, -4.47], [0.65, -0.75, -0.75], [2.96, -2.17, 0.00], [3.40, -1.51, -1.58], [2.42, 0.81, -1.86], [3.56, 2.91, -0.79], [2.73, 2.31, 0.66], [1.32, 4.00, -0.34], [1.48, 3.30, -1.95], [0.14, 1.41, -1.41], [0.20, 1.74, 0.33], [-1.07, 3.66, -1.66], [-2.63, 1.96, -1.99], [-2.15, 1.11, -0.53], [-3.77, 2.14, 0.72], [-4.41, 2.87, -0.75], [-3.14, 4.87, -0.45], [-3.41, 4.44, 1.24], [-1.26, 3.29, 1.35], [-0.89, 4.78, 0.48], [1.38, -1.09, 2.25], [1.70, 0.08, 4.37], [2.20, 0.89, 2.87], [1.78, 1.86, 4.31], [-2.27, 1.10, 2.73]]}

---

(4)
{"formula": "C23H35NOP2W", "method": "the ωB97M-V functional and the def2-TZVPD basis", "homo_ev": [-14.423, -14.319], "multiplicity": 3, "s_squared": 2.120, "mol_weight_g_mol": 587.3, "total_charge": 2, "orbital_gap_ha": [0.2364, 0.2388], "species": ["C", "C", "C", "C", "C", "C", "C", "C", "C", "C", "C", "C", "C", "H", "H", "H", "H", "H", "H", "H", "N", "W", "C", "H", "H", "C", "H", "H", "P", "P", "C", "H", "H", "H", "C", "H", "H", "H", "C", "H", "H", "H", "C", "H", "H", "H", "H", "H", "C", "C", "O", "C", "C", "H", "H", "H", "H", "H", "H", "H", "H", "H", "H"], "xyz": [[-1.33, 3.47, -2.84], [-1.11, 2.10, -2.67], [0.22, 1.64, -2.73], [1.33, 2.50, -2.77], [1.06, 3.82, -3.13], [-0.25, 4.29, -3.16], [2.72, 2.01, -2.50], [2.81, 0.52, -2.65], [1.68, -0.30, -2.63], [1.74, -1.72, -2.55], [3.00, -2.31, -2.59], [4.11, -1.51, -2.85], [4.03, -0.13, -2.89], [-2.33, 3.90, -2.73], [1.92, 4.41, -3.44], [-0.40, 5.35, -3.32], [3.40, 2.48, -3.27], [3.12, -3.38, -2.43], [5.10, -1.96, -2.91], [4.85, 0.51, -3.19], [0.44, 0.31, -2.39], [0.11, 0.06, -0.49], [-2.14, 1.22, -1.97], [-2.22, 0.21, -2.40], [-3.16, 1.65, -1.97], [0.54, -2.48, -1.96], [-0.40, -2.29, -2.49], [0.69, -3.57, -1.92], [-1.86, 1.06, -0.13], [0.28, -2.14, -0.15], [1.70, -2.80, 0.71], [1.65, -2.50, 1.76], [1.68, -3.89, 0.60], [2.62, -2.40, 0.28], [-1.20, -2.95, 0.44], [-0.97, -4.02, 0.47], [-1.43, -2.56, 1.44], [-2.03, -2.76, -0.24], [-2.04, 2.71, 0.55], [-3.07, 3.05, 0.39], [-1.80, 2.65, 1.62], [-1.33, 3.40, 0.08], [-3.14, 0.02, 0.56], [-2.81, -0.31, 1.56], [-4.05, 0.62, 0.62], [-3.30, -0.86, -0.07], [3.20, 2.44, -1.59], [-0.03, 0.57, 1.12], [1.40, -0.75, 3.84], [0.16, -1.61, 4.04], [-1.02, -1.07, 3.41], [-1.66, 0.01, 4.10], [-3.02, -0.42, 4.64], [1.57, -0.50, 2.79], [2.27, -1.30, 4.23], [1.31, 0.18, 4.42], [0.30, -2.60, 3.57], [-0.02, -1.75, 5.11], [-1.03, 0.38, 4.93], [-1.77, 0.82, 3.36], [-2.90, -1.18, 5.41], [-3.51, 0.45, 5.09], [-3.66, -0.81, 3.85]]}

---

(5)
{"formula": "C23H36AsF5NO5PdS2SbTe", "method": "the ωB97M-V functional and the def2-TZVPD basis", "homo_ev": -2.365, "multiplicity": 1, "e_above_lowest_kj_mol": 153.6, "mol_weight_g_mol": 996.4, "total_charge": -2, "orbital_gap_ha": 0.2479, "species": ["Pd", "C", "Sb", "C", "C", "H", "H", "H", "H", "H", "H", "H", "H", "H", "O", "C", "N", "S", "O", "O", "C", "C", "C", "C", "C", "C", "H", "H", "H", "H", "C", "S", "O", "C", "C", "C", "C", "C", "C", "H", "H", "H", "H", "H", "H", "H", "H", "C", "C", "As", "C", "C", "C", "C", "H", "H", "H", "H", "H", "H", "H", "H", "H", "H", "H", "H", "H", "H", "H", "F", "Te", "F", "F", "F", "F", "O"], "xyz": [[0.26, -0.44, -1.00], [3.30, -2.62, -2.05], [2.71, -1.05, -0.76], [4.24, 0.30, -1.52], [3.88, -1.52, 0.94], [4.39, -2.66, -2.05], [2.92, -2.42, -3.05], [2.86, -3.54, -1.68], [5.15, -0.30, -1.54], [4.40, 1.14, -0.86], [4.04, 0.65, -2.53], [4.94, -1.36, 0.70], [3.67, -2.56, 1.17], [3.56, -0.89, 1.77], [-2.34, -2.71, -1.48], [-2.66, -1.56, -1.22], [-2.00, -0.42, -1.63], [-2.85, 0.88, -1.18], [-2.35, 1.55, 0.00], [-3.07, 1.76, -2.32], [-4.32, 0.06, -0.70], [-5.54, 0.58, -0.31], [-6.50, -0.34, 0.12], [-6.21, -1.70, 0.15], [-4.98, -2.19, -0.25], [-4.03, -1.28, -0.68], [-5.74, 1.64, -0.33], [-7.47, 0.01, 0.44], [-6.98, -2.39, 0.50], [-4.73, -3.25, -0.23], [-0.78, 1.30, 2.60], [0.40, 0.12, 1.95], [1.73, 0.85, 2.04], [0.38, -1.02, 3.33], [-0.57, -2.03, 3.33], [-0.57, -2.93, 4.39], [0.38, -2.83, 5.40], [1.33, -1.83, 5.37], [1.34, -0.91, 4.33], [-0.35, 1.77, 3.49], [-1.71, 0.78, 2.83], [-0.97, 2.02, 1.81], [-1.26, -2.09, 2.49], [-1.29, -3.74, 4.39], [0.39, -3.56, 6.21], [2.08, -1.77, 6.15], [2.09, -0.13, 4.25], [-0.20, 4.96, -1.50], [-0.64, 3.62, -0.91], [0.51, 2.07, -1.37], [2.23, 2.99, -1.28], [2.65, 3.38, 0.12], [0.25, 2.10, -3.31], [0.85, 0.89, -4.03], [-0.97, 5.72, -1.32], [-0.06, 4.91, -2.58], [0.72, 5.33, -1.05], [-1.64, 3.35, -1.26], [-0.71, 3.67, 0.17], [2.15, 3.86, -1.94], [2.96, 2.32, -1.73], [1.95, 4.09, 0.56], [3.64, 3.86, 0.12], [2.68, 2.51, 0.78], [0.67, 3.03, -3.69], [-0.84, 2.13, -3.46], [1.92, 0.80, -3.83], [0.73, 0.99, -5.11], [0.38, -0.04, -3.70], [-1.93, -1.40, 0.92], [-0.22, -3.56, -0.45], [-1.12, -5.22, 0.41], [-0.49, -4.61, -2.04], [1.43, -4.55, -0.38], [1.33, -2.32, 0.85], [0.52, -2.25, -1.79]]}

---

(6)
{"formula": "C23H36Br9FN3", "method": "the ωB97M-V functional and the def2-TZVPD basis", "homo_ev": -10.392, "multiplicity": 1, "mol_weight_g_mol": 1092.7, "total_charge": 1, "orbital_gap_ha": 0.2625, "species": ["F", "C", "C", "C", "C", "N", "C", "C", "C", "Br", "N", "C", "N", "C", "C", "C", "C", "C", "C", "C", "H", "H", "H", "H", "H", "H", "H", "H", "H", "H", "H", "H", "H", "H", "H", "H", "H", "H", "H", "H", "Br", "C", "C", "Br", "H", "H", "H", "H", "Br", "C", "C", "Br", "H", "H", "H", "H", "Br", "C", "C", "Br", "H", "H", "H", "H", "Br", "C", "C", "Br", "H", "H", "H", "H"], "xyz": [[3.34, -1.65, -1.07], [3.70, -0.29, -1.63], [2.37, 0.72, -1.62], [1.20, -0.14, -2.46], [-0.01, 0.92, -2.80], [-0.66, 1.13, -4.15], [-0.42, 0.52, -5.51], [-0.01, -1.06, -5.51], [-0.86, -2.01, -4.49], [0.44, -3.46, -3.87], [-1.64, 2.13, -4.05], [-1.73, 2.67, -2.64], [-0.68, 1.88, -1.84], [-0.46, 2.16, -0.37], [-1.02, 0.99, 0.65], [0.01, 0.02, 1.52], [-0.59, -1.15, 2.53], [-2.23, -1.30, 2.67], [-3.28, -0.32, 1.81], [-2.68, 0.84, 0.79], [4.05, -0.52, -2.75], [4.56, 0.13, -0.97], [2.64, 1.70, -2.20], [2.09, 0.88, -0.49], [1.75, -0.58, -3.39], [0.77, -0.96, -1.72], [0.45, 1.12, -6.06], [-1.40, 0.69, -6.17], [1.18, -1.17, -5.41], [-0.24, -1.47, -6.61], [-1.73, -2.61, -5.03], [-1.22, -1.49, -3.50], [-2.41, 3.52, -2.17], [-1.11, 3.13, -0.12], [0.66, 2.48, -0.13], [1.18, 0.13, 1.47], [0.09, -1.87, 3.18], [-2.73, -2.11, 3.39], [-4.46, -0.42, 1.90], [-3.36, 1.59, 0.16], [-3.02, -1.86, 5.22], [-2.68, -2.98, 6.78], [-1.23, -3.43, 6.82], [-0.91, -4.87, 5.54], [-3.39, -3.81, 6.73], [-2.91, -2.35, 7.64], [-0.99, -3.86, 7.79], [-0.52, -2.63, 6.59], [-4.92, -4.21, -2.12], [-2.97, -4.25, -2.02], [-2.51, -4.67, -0.64], [-2.68, -3.20, 0.64], [-2.61, -3.26, -2.31], [-2.66, -4.98, -2.76], [-1.44, -4.91, -0.65], [-3.06, -5.51, -0.23], [4.92, 4.85, -0.40], [4.02, 5.62, -1.95], [2.52, 5.57, -1.80], [1.85, 3.77, -2.14], [4.39, 5.09, -2.83], [4.37, 6.66, -1.99], [2.03, 6.20, -2.55], [2.17, 5.85, -0.80], [2.50, 0.86, 2.93], [2.29, 2.05, 4.46], [2.06, 1.26, 5.73], [0.24, 0.58, 5.83], [1.47, 2.73, 4.22], [3.22, 2.61, 4.52], [2.17, 1.91, 6.61], [2.73, 0.40, 5.84]]}

---

(7)
{"formula": "C23H36ClF3O14S", "method": "the ωB97M-V functional and the def2-TZVPD basis", "homo_ev": -10.528, "multiplicity": 1, "smiles": "CCC[C@]1(CCCCl)OS(=O)(=O)O[C@H]1OC[C@H](C)C(C)C.O=C1OC[C@@H](F)O1.O=C1OC[C@@H](F)O1.O=C1OC[C@@H](F)O1", "mol_weight_g_mol": 661.0, "orbital_gap_ha": 0.3990, "species": ["C", "C", "C", "C", "C", "C", "C", "Cl", "O", "S", "O", "O", "O", "C", "O", "C", "C", "C", "C", "C", "C", "H", "H", "H", "H", "H", "H", "H", "H", "H", "H", "H", "H", "H", "H", "H", "H", "H", "H", "H", "H", "H", "H", "H", "H", "H", "H", "H", "O", "C", "O", "C", "C", "F", "O", "H", "H", "H", "O", "C", "O", "C", "C", "F", "O", "H", "H", "H", "O", "C", "O", "C", "C", "F", "O", "H", "H", "H"], "xyz": [[5.53, 2.23, -1.53], [4.51, 2.17, -0.38], [3.42, 1.09, -0.51], [2.58, 1.12, -1.82], [3.10, 0.30, -2.96], [3.28, -1.19, -2.56], [4.76, -1.54, -2.30], [4.99, -2.39, -0.72], [2.45, 2.56, -2.14], [1.27, 3.19, -1.28], [0.40, 3.94, -2.11], [1.68, 3.93, -0.15], [0.56, 1.82, -0.74], [1.15, 0.71, -1.40], [0.38, -0.06, -2.25], [-0.48, 0.67, -3.15], [-1.92, 0.18, -2.95], [-2.85, 0.89, -3.93], [-2.36, 0.24, -1.46], [-3.82, 0.67, -1.25], [-2.25, -1.19, -0.87], [5.01, 2.33, -2.48], [6.10, 3.14, -1.41], [6.23, 1.39, -1.50], [5.07, 1.92, 0.53], [4.06, 3.14, -0.24], [2.79, 1.18, 0.37], [3.90, 0.11, -0.45], [4.08, 0.65, -3.26], [2.47, 0.38, -3.84], [2.68, -1.48, -1.71], [3.01, -1.76, -3.45], [5.18, -2.17, -3.07], [5.36, -0.63, -2.23], [1.36, 0.01, -0.58], [-0.18, 0.40, -4.16], [-0.40, 1.75, -3.06], [-1.89, -0.87, -3.25], [-2.95, 1.95, -3.72], [-3.80, 0.36, -3.96], [-2.42, 0.79, -4.93], [-1.73, 0.87, -0.84], [-4.46, -0.17, -1.50], [-3.93, 0.84, -0.18], [-4.09, 1.60, -1.74], [-1.21, -1.50, -0.74], [-2.82, -1.29, 0.05], [-2.71, -1.86, -1.59], [7.69, -7.97, -1.88], [7.55, -7.25, -0.95], [6.58, -7.40, 0.00], [6.83, -6.44, 1.03], [7.62, -5.39, 0.29], [8.52, -4.78, 1.10], [8.32, -6.16, -0.68], [7.40, -6.89, 1.83], [5.89, -6.05, 1.43], [7.02, -4.64, -0.22], [-8.21, 2.17, 1.09], [-7.22, 2.48, 1.65], [-7.11, 3.53, 2.50], [-5.80, 3.48, 3.08], [-5.03, 2.68, 2.05], [-4.06, 1.93, 2.62], [-6.03, 1.81, 1.53], [-5.84, 2.97, 4.04], [-5.39, 4.48, 3.22], [-4.60, 3.28, 1.24], [-5.88, 2.97, 6.23], [-6.13, 1.82, 6.34], [-5.59, 0.84, 5.57], [-6.04, -0.41, 6.09], [-7.31, -0.02, 6.81], [-7.53, -0.79, 7.90], [-7.02, 1.30, 7.24], [-5.29, -0.82, 6.77], [-6.22, -1.13, 5.29], [-8.20, -0.01, 6.19]]}